<i>
DFT (wB97M-V/def2-TZVPD) results for 2 unconnected molecules or ions with the total composition C4H9O3.

Cartesian coordinates (Å):
O 1.640 -1.318 -1.067
O -2.410 0.612 1.680
O 2.279 0.498 0.131
C -0.899 0.063 -1.267
C -1.623 -0.452 2.254
C 1.581 -0.121 -0.716
C 0.452 0.732 -1.403
H -0.811 -0.693 1.569
H -2.979 0.228 1.034
H 0.750 0.757 -2.457
H -1.222 -0.002 -0.223
H -1.003 -0.978 -1.579
H -1.274 -0.050 3.201
H -2.208 -1.363 2.404
H 0.412 1.742 -1.002
H -1.742 0.592 -1.739

Output
- Charge: -1
- Gap between HOMO and LUMO: 7.271 eV
- HOMO: -0.139 Eh
- 2S+1: 1

<ii>
DFT (wB97M-V/def2-TZVPD) results for 2 unconnected molecules or ions with the total composition C4H9O3.

Cartesian coordinates (Å):
O 1.357 0.609 0.873
O 1.698 0.414 -1.766
O -0.391 1.073 -2.288
C -0.730 -0.465 1.480
C -0.700 -1.458 0.326
C -0.001 0.837 1.135
C 0.800 0.841 -2.530
H 1.120 1.026 -3.587
H -1.233 -1.078 -0.541
H -1.141 -2.405 0.631
H -0.092 1.542 1.977
H 0.328 -1.642 0.018
H 1.484 0.591 -0.111
H -1.762 -0.249 1.761
H -0.500 1.276 0.268
H -0.238 -0.913 2.352

Output
- Charge: -1
- Gap between HOMO and LUMO: 8.817 eV
- HOMO: -0.171 Eh
- 2S+1: 1

<iii>
DFT (wB97M-V/def2-TZVPD) results for 2 unconnected molecules or ions with the total composition C4H9O3.

Cartesian coordinates (Å):
O 0.737 0.476 -1.180
O -1.352 0.054 -0.649
O -0.084 1.961 1.335
C -0.159 -1.948 -0.970
C -0.214 -0.274 -0.956
C -0.141 -2.283 0.470
C 0.577 2.986 0.656
H -0.775 -1.521 1.114
H -0.027 2.993 -0.281
H 0.923 -2.365 0.719
H 1.473 2.731 0.293
H -0.694 -3.270 0.512
H 0.375 3.766 1.255
H -0.147 1.010 0.995
H -1.098 -2.221 -1.610
H 0.606 -2.094 -1.701

Output
- Charge: -1
- Gap between HOMO and LUMO: 8.011 eV
- HOMO: -0.140 Eh
- 2S+1: 1

Short version: <iii> is the least stable of them.

<i>
DFT (wB97M-V/def2-TZVPD) results for a single CH3NOP2S molecule.

Cartesian coordinates (Å):
S -0.082 0.464 1.432
P -0.394 -3.294 1.195
P -1.274 -1.674 -1.443
O -0.905 -2.879 -0.250
N -0.866 -0.275 -1.068
C -0.393 0.798 -0.335
H -1.111 1.623 -0.383
H 0.767 -2.478 1.240
H 0.553 1.137 -0.773

Output
- Gap between HOMO and LUMO (alpha / beta): 8.663 / 5.373 eV
- HOMO (alpha / beta): -0.343 / -0.280 Eh
- 2S+1: 1

<ii>
DFT (wB97M-V/def2-TZVPD) results for a single CH3NOP2S molecule.

Cartesian coordinates (Å):
S 0.626 -1.415 -0.655
P -1.331 1.490 -0.010
P -1.377 -1.542 0.472
O -1.987 -0.046 0.178
N 0.174 1.360 -0.266
C 1.132 0.378 -0.438
H 1.677 0.580 -1.365
H -0.761 -1.206 1.696
H 1.847 0.402 0.389

Output
- SMILES string: C1N=POPS1
- Gap between HOMO and LUMO: 8.923 eV
- HOMO: -0.333 Eh
- 2S+1: 1

<iii>
DFT (wB97M-V/def2-TZVPD) results for a single CH3NOP2S molecule.

Cartesian coordinates (Å):
S 1.128 -1.028 -0.571
P 0.121 0.278 -1.915
P -1.288 0.394 1.151
O -0.941 1.096 -1.132
N 1.413 -0.195 0.745
C 0.449 0.357 1.401
H 0.899 0.912 2.323
H -0.544 -1.017 -2.423
H -1.237 -0.796 0.420

Output
- Gap between HOMO and LUMO: 6.522 eV
- HOMO: -0.315 Eh
- 2S+1: 1

Short version: <iii> is the least stable of them.

<i>
DFT (wB97M-V/def2-TZVPD) results for a single C2H3N3OS molecule.

Cartesian coordinates (Å):
S 2.353 -0.265 -0.033
O -2.552 -0.621 -0.348
N -1.431 -0.137 0.338
N -0.244 -0.836 0.100
N 0.189 1.326 -0.111
C -1.069 1.176 0.073
C 0.768 0.080 -0.045
H -3.080 -0.987 0.339
H -1.752 1.984 0.226
H -0.197 -1.793 0.296

Output
- SMILES string: On1cnc(=S)[nH]1
- Gap between HOMO and LUMO: 8.189 eV
- HOMO: -0.311 Eh
- 2S+1: 1

<ii>
DFT (wB97M-V/def2-TZVPD) results for a molecular structure, C2H3N3OS.

Cartesian coordinates (Å):
S 0.164 -1.453 2.521
O 1.235 -0.923 1.228
N 1.253 0.339 -1.391
N -0.632 0.195 0.304
N -1.046 0.623 -0.998
C 0.065 0.621 -1.784
C 0.612 -0.192 0.371
H -0.084 1.018 -2.790
H 1.045 -2.560 2.860
H -1.343 -0.253 0.839

Output
- Gap between HOMO and LUMO: 7.221 eV
- HOMO: -0.306 Eh
- 2S+1: 1

Short version: <ii> is the least stable of them.

<i>
DFT (wB97M-V/def2-TZVPD) results for 5 unconnected molecules or ions with the total composition C2H15NO5.

Cartesian coordinates (Å):
O -2.266 -1.451 0.290
O -3.612 1.001 0.519
O 3.350 -1.415 0.318
O 1.767 0.543 1.243
O 1.181 -1.473 -2.652
N 0.081 1.633 -0.779
C 0.370 0.384 1.265
C -0.020 1.727 0.677
H 2.816 -0.705 -0.066
H 0.846 2.408 1.093
H -2.934 0.416 0.126
H -3.126 1.827 0.605
H -2.082 -2.334 0.629
H 2.047 -1.943 -2.813
H -0.040 0.684 -1.096
H 2.276 -0.272 1.427
H -0.132 0.204 2.268
H -2.724 -1.455 -0.573
H -0.577 2.169 -1.318
H 2.840 -2.153 0.681
H 0.859 -1.338 -3.529
H 0.061 -0.485 0.697
H -0.980 2.030 0.988

Output
- SMILES string: NCCO.O.O.O.O
- Gap between HOMO and LUMO: 9.107 eV
- HOMO: -0.326 Eh
- 2S+1: 1

<ii>
DFT (wB97M-V/def2-TZVPD) results for 5 unconnected molecules or ions with the total composition C2H15NO5.

Cartesian coordinates (Å):
O -0.357 -3.514 0.945
O 1.325 -1.267 0.884
O 1.389 2.994 0.680
O 1.620 -1.213 -1.783
O -2.638 -1.979 -0.826
N -1.135 1.778 -0.932
C 0.448 1.981 1.129
C -0.879 2.185 0.458
H -0.609 0.927 -1.119
H -1.695 -2.092 -0.976
H 1.715 -0.275 -1.927
H 1.946 3.249 1.413
H -0.283 -4.324 0.445
H 1.814 -1.796 -2.532
H 2.097 -1.360 1.437
H 0.540 1.960 2.239
H 1.235 -1.723 0.031
H -0.774 2.512 -1.535
H 0.805 1.000 0.846
H -1.263 3.230 0.481
H -2.800 -1.013 -0.790
H -0.866 -2.897 0.419
H -1.635 1.639 1.013

Output
- SMILES string: NCCO.O.O.O.O
- Gap between HOMO and LUMO: 9.731 eV
- HOMO: -0.350 Eh
- 2S+1: 1

Short version: <i> is the least stable of them.

<i>
DFT (wB97M-V/def2-TZVPD) results for a single C3H10NO2P molecule.

Cartesian coordinates (Å):
P -0.555 -0.012 0.088
O -0.288 -0.351 -1.556
O 0.793 0.861 0.400
N -0.832 -0.985 1.243
C 1.468 0.457 1.573
C -1.666 1.401 -0.162
C 0.695 -1.306 -1.745
H 1.250 1.242 2.424
H -2.256 1.285 -1.024
H -1.012 2.197 -0.240
H 1.589 -0.974 -2.281
H -2.441 1.642 0.564
H 0.864 -1.954 -0.956
H 1.044 -0.384 1.865
H 0.223 -1.864 -2.580
H -1.456 -1.664 0.997
H 2.580 0.410 1.390

Output
- SMILES string: COP(C)(=N)OC
- Gap between HOMO and LUMO: 10.527 eV
- HOMO: -0.354 Eh
- 2S+1: 1

<ii>
DFT (wB97M-V/def2-TZVPD) results for a molecular structure, C3H10NO2P.

Cartesian coordinates (Å):
P 0.760 0.476 0.772
O -0.571 1.436 1.194
O 1.543 0.092 1.979
N -0.874 -0.187 -1.268
C -0.120 -0.940 -0.308
C -1.023 -1.818 0.486
C 1.367 1.766 -0.491
H 0.396 2.162 -0.799
H -1.559 -2.541 -0.120
H -0.840 1.190 2.054
H 2.018 1.324 -1.307
H 1.798 2.520 0.121
H -0.327 -2.294 1.164
H -1.704 -1.104 1.028
H -1.363 -0.844 -1.859
H -0.375 0.530 -1.807
H 0.872 -1.768 -0.840

Output
- Gap between HOMO and LUMO: 10.119 eV
- HOMO: -0.343 Eh
- 2S+1: 1

Short version: <i> is the least stable of them.

<i>
DFT (wB97M-V/def2-TZVPD) results for a molecular structure, C5H13N3.

Cartesian coordinates (Å):
N -3.266 -0.755 -0.417
N 1.790 -0.137 0.584
N 1.569 0.248 -1.801
C -2.630 1.041 1.201
C 3.138 -0.661 0.802
C -2.459 -0.091 0.248
C 1.262 -0.540 -0.691
C -0.131 0.162 -1.037
H 3.845 -0.384 0.011
H 1.186 -1.627 -0.771
H -0.204 1.195 -0.720
H -4.240 -0.438 -0.398
H 3.508 -0.292 1.758
H 1.834 0.878 0.598
H -0.725 -0.241 -1.849
H -2.232 0.768 2.180
H 3.088 -1.749 0.858
H -3.683 1.324 1.294
H -1.123 -0.321 -0.032
H -2.062 1.902 0.853
H 1.536 -0.283 -2.669

Output
- Gap between HOMO and LUMO: 8.898 eV
- HOMO: -0.296 Eh
- 2S+1: 1

<ii>
DFT (wB97M-V/def2-TZVPD) results for a single C5H13N3 molecule.

Cartesian coordinates (Å):
N 0.744 0.081 -2.326
N -0.053 0.585 1.977
N 2.204 1.171 -0.704
C -0.885 0.363 -0.273
C -0.481 -0.266 -1.618
C -1.268 -1.527 1.368
C -0.343 -0.385 0.928
C 1.758 0.738 -1.933
H -0.512 -1.345 -1.537
H -0.914 0.992 2.347
H -0.608 1.400 -0.237
H 2.909 1.878 -0.686
H -1.978 0.350 -0.218
H -0.787 -2.098 2.172
H 1.602 1.210 0.110
H -1.454 -2.200 0.536
H 0.634 -0.805 0.639
H 2.490 0.927 -2.693
H -1.273 -0.094 -2.334
H 0.441 0.157 2.750
H -2.226 -1.134 1.732

Output
- SMILES string: C[C@H](N)CC/N=C\N
- Gap between HOMO and LUMO: 9.766 eV
- HOMO: -0.320 Eh
- 2S+1: 1

<iii>
DFT (wB97M-V/def2-TZVPD) results for a molecular structure, C5H13N3.

Cartesian coordinates (Å):
N -0.788 -0.183 -0.521
N 1.191 -1.366 0.189
N -1.339 1.638 -0.465
C 0.853 1.041 0.705
C 0.481 -0.134 0.214
C 2.038 1.290 1.566
C -0.654 -0.697 -1.890
C -1.867 -0.827 0.226
H 2.830 1.808 1.018
H -2.805 -0.632 -0.293
H -0.455 2.055 0.167
H 0.658 -2.143 0.567
H 0.174 -0.185 -2.377
H -0.975 1.861 -1.396
H 2.481 0.372 1.988
H 1.770 1.928 2.413
H 2.068 -1.288 0.688
H -1.707 -1.907 0.318
H -1.583 -0.484 -2.422
H -1.916 -0.375 1.213
H -0.455 -1.772 -1.907

Output
- Gap between HOMO and LUMO (alpha / beta): 6.755 / 6.755 eV
- HOMO (alpha / beta): -0.239 / -0.239 Eh
- 2S+1: 1

Short version: <iii> is the least stable of them.

<i>
DFT (wB97M-V/def2-TZVPD) results for 3 unconnected molecules or ions with the total composition C3H15N3O2.

Cartesian coordinates (Å):
O 2.899 2.201 -1.862
O -0.852 1.752 2.308
N -0.804 -1.850 0.066
N 1.372 -2.036 1.214
N -1.670 1.602 -1.037
C -1.089 0.282 -1.211
C -0.879 -0.376 0.162
C 0.532 -2.442 0.115
H -0.310 2.526 2.557
H -1.430 -2.138 -0.669
H -2.404 1.953 -1.613
H -1.135 2.310 -0.571
H 0.033 -0.099 0.672
H 0.346 -3.508 0.253
H 2.301 1.463 -1.741
H -1.265 1.687 3.183
H 1.211 -2.551 2.064
H -1.705 -0.008 0.731
H 1.417 -1.058 1.442
H -1.731 -0.220 -1.927
H 1.145 -2.264 -0.777
H 3.572 2.248 -1.182
H -0.106 0.397 -1.671

Output
- SMILES string: NCCNCN.O.O
- Gap between HOMO and LUMO: 8.456 eV
- HOMO: -0.294 Eh
- 2S+1: 1

<ii>
DFT (wB97M-V/def2-TZVPD) results for 3 unconnected molecules or ions with the total composition C3H15N3O2.

Cartesian coordinates (Å):
O 0.234 -1.128 4.168
O 0.359 1.558 -2.731
N -1.057 -1.240 -2.594
N 0.732 -0.260 0.223
N 0.559 2.117 0.490
C -0.649 -0.579 -0.162
C -0.669 -1.665 -1.247
C 0.826 0.841 1.164
H -1.330 -2.503 -1.010
H -1.091 -0.966 0.759
H -0.568 -0.387 -2.902
H 0.952 2.899 1.014
H 0.136 0.627 1.989
H 1.798 0.784 1.593
H -0.097 -1.390 5.035
H 0.410 -1.981 3.763
H -2.046 -0.986 -2.587
H 1.141 1.672 -3.275
H 0.544 2.039 -1.895
H 0.362 -2.024 -1.295
H 1.219 0.023 -0.639
H -1.332 0.235 -0.425
H -0.434 2.311 0.566

Output
- SMILES string: NCCNCN.O.O
- Gap between HOMO and LUMO: 9.439 eV
- HOMO: -0.319 Eh
- 2S+1: 1

Short version: <i> is the least stable of them.

<i>
DFT (wB97M-V/def2-TZVPD) results for 2 unconnected molecules or ions with the total composition C6H8OS.

Cartesian coordinates (Å):
S -0.611 0.533 -1.618
O 0.921 -1.979 0.049
C -0.225 0.160 0.149
C 1.313 0.224 0.112
C -0.393 -1.300 0.412
C -0.653 1.951 1.828
C -1.076 1.050 0.866
C 1.802 -1.067 0.114
H 0.407 2.148 1.650
H -1.310 -1.913 -0.013
H 2.871 -1.348 0.119
H 1.744 1.162 -0.167
H -2.158 -0.893 -1.640
H -2.175 0.692 0.856
H -0.424 -1.487 1.531
H -1.166 2.834 2.282

Output
- Gap between HOMO and LUMO: 7.042 eV
- HOMO: -0.306 Eh
- 2S+1: 1

<ii>
DFT (wB97M-V/def2-TZVPD) results for a single C6H8OS molecule.

Cartesian coordinates (Å):
S -1.964 -1.403 0.034
O 0.328 -0.128 -1.203
C 1.055 -0.204 -0.042
C 2.253 -1.143 -0.083
C 0.510 0.516 0.992
C -0.646 0.842 -0.999
C -1.833 0.363 -0.241
C -0.705 1.157 0.471
H -0.678 1.576 -1.763
H 2.027 -2.079 -0.621
H 0.843 0.646 1.981
H -3.165 -1.192 0.586
H -0.989 2.156 0.901
H -2.715 0.967 -0.404
H 3.105 -0.674 -0.546
H 2.572 -1.399 0.935

Output
- SMILES string: CC1=C[C@@H]2[C@H](S)[C@@H]2O1
- Gap between HOMO and LUMO: 8.841 eV
- HOMO: -0.295 Eh
- 2S+1: 1

<iii>
DFT (wB97M-V/def2-TZVPD) results for a single C6H8OS molecule.

Cartesian coordinates (Å):
S -2.637 0.470 -0.080
O -1.041 -2.120 -1.135
C 1.429 0.195 -0.430
C 0.797 -1.094 0.158
C -0.487 -1.178 -0.656
C -0.941 0.311 -0.692
C 0.201 0.871 0.188
C 0.310 -0.178 1.309
H 1.316 -2.019 0.339
H 0.173 1.935 0.392
H -0.863 0.668 -1.707
H 2.385 0.432 0.090
H -0.625 -0.435 1.852
H -2.653 1.830 -0.103
H 1.101 0.041 2.028
H 1.533 0.271 -1.551

Output
- SMILES string: O=C1[C@H]2C[C@H](C2)[C@@H]1S
- Gap between HOMO and LUMO: 9.994 eV
- HOMO: -0.341 Eh
- 2S+1: 1

Short version: <i> is the least stable of them.